[1]
{"formula": "C6H7ClN2S2", "method": "wB97M-V/def2-TZVPD", "e_homo_ha": -0.2999, "charge": 0, "relative_energy_ev": 0.1572, "lumo_ha": -0.02704, "elements": ["C", "C", "C", "H", "C", "C", "N", "H", "H", "H", "N", "Cl", "S", "H", "S", "H", "H", "C"], "xyz": [[0.691, 1.492, 0.066], [0.200, -2.768, -0.476], [-0.150, 0.303, 0.525], [0.383, 2.549, 1.744], [-0.141, 2.340, 1.025], [-1.205, 1.203, 0.989], [0.754, -3.803, -1.076], [0.671, 1.838, -0.794], [-0.531, 3.206, 0.632], [1.792, 1.420, 0.244], [-0.590, -0.514, -0.596], [-0.334, -3.008, 1.121], [1.213, -3.478, -2.689], [0.392, -0.369, 1.287], [0.535, -1.492, -2.799], [-1.916, 1.441, 0.191], [-1.778, 1.142, 1.755], [0.015, -1.503, -1.151]], "forces_ev_per_a": [[2.34, -2.51, 7.80], [2.29, -3.28, -1.20], [0.71, -3.57, -0.79], [4.77, 1.78, 8.57], [-4.62, -2.98, -7.10], [2.36, 2.99, -3.30], [-0.71, 2.24, -0.22], [-1.13, 2.32, -8.50], [-0.62, 2.22, -1.06], [-0.68, -0.07, 0.48], [1.33, -0.20, -2.20], [-0.16, 0.17, 0.23], [-0.50, -0.05, 0.85], [-0.76, 1.35, -0.61], [0.25, -0.71, -0.42], [0.48, -0.17, -0.35], [-3.31, -1.41, 5.52], [-2.01, 1.87, 2.31]]}

---

[2]
{"formula": "C6H7ClN4OS", "method": "wB97M-V/def2-TZVPD", "e_homo_ha": [-0.3379, -0.3379], "charge": 0, "relative_energy_ev": 0.0000, "lumo_ha": [-0.03811, -0.03812], "elements": ["N", "C", "H", "H", "O", "H", "S", "Cl", "N", "C", "C", "H", "N", "H", "H", "C", "C", "N", "H", "C"], "xyz": [[0.137, -3.189, -0.939], [0.173, 1.077, 0.218], [2.007, -2.588, -1.780], [1.500, 0.698, -1.180], [0.113, -4.272, -1.500], [-1.346, 3.323, 1.119], [0.418, 2.753, -0.321], [0.539, -0.891, 2.750], [-0.752, -2.730, -0.168], [1.273, 0.259, -0.213], [-1.226, 3.472, 0.068], [-2.011, 3.000, -0.509], [-0.787, 0.693, 0.907], [-1.214, 4.573, -0.220], [-1.750, -0.960, 1.609], [0.832, -1.168, -0.384], [1.164, -2.292, -1.082], [-0.415, -1.428, 0.098], [2.205, 0.286, 0.390], [-0.863, -0.614, 1.136]], "forces_ev_per_a": [[1.22, 1.08, 0.10], [1.03, 3.04, -0.07], [-1.23, 0.66, 1.27], [0.64, -0.44, -0.36], [-0.37, -1.54, -0.48], [-0.45, 0.16, 0.60], [-1.08, -0.18, 0.07], [-1.10, -0.01, -0.96], [-3.09, 0.64, 1.85], [2.29, -1.81, -1.23], [0.80, 1.18, -0.83], [0.02, -0.26, 0.01], [-1.77, 2.09, 0.17], [0.22, -1.43, 0.55], [-0.46, -0.37, 0.37], [-0.43, -0.09, -1.37], [2.83, 1.07, -1.34], [1.21, -1.15, -0.31], [-0.73, 0.32, 0.01], [0.46, -2.97, 1.96]]}

---

[3]
{"formula": "C6H7ClNO2P", "method": "wB97M-V/def2-TZVPD", "e_homo_ha": -0.3701, "charge": 0, "relative_energy_ev": 0.0000, "lumo_ha": 0.01527, "elements": ["H", "H", "C", "C", "O", "C", "N", "C", "H", "C", "O", "H", "P", "H", "H", "C", "H", "Cl"], "xyz": [[1.720, -0.273, 1.050], [0.341, 4.017, -0.158], [0.878, -0.755, 0.701], [0.498, -2.026, 1.227], [1.100, 2.301, 0.409], [-0.626, -2.590, 0.751], [0.339, 3.450, 0.794], [-0.910, -0.888, -0.823], [-2.179, -2.678, -0.684], [-1.335, -2.102, -0.325], [-0.632, 2.070, -1.553], [-0.667, 3.219, 0.900], [0.521, 1.418, -0.968], [1.118, -2.347, 2.089], [-1.380, -0.510, -1.630], [0.189, -0.218, -0.326], [-0.977, -3.666, 0.838], [2.002, 1.577, -2.293]], "forces_ev_per_a": [[1.67, 0.90, 0.99], [-0.21, -0.98, 2.64], [-0.69, -2.51, 0.70], [2.09, 2.47, 1.36], [-0.55, -2.04, -1.45], [-1.61, -4.20, -1.16], [-0.30, 1.77, -3.08], [0.00, -1.38, 0.74], [0.09, 0.37, -0.29], [0.48, 1.48, 0.20], [-1.32, 0.32, -0.40], [0.77, -0.45, -0.15], [0.39, 1.87, 2.38], [-0.73, -0.38, -0.83], [-1.66, 1.46, -2.57], [-0.05, 0.56, -0.69], [0.92, 1.25, 1.41], [0.69, -0.52, 0.18]]}

---

[4]
{"formula": "C6H7ClO", "method": "wB97M-V/def2-TZVPD", "e_homo_ha": -0.2745, "charge": 0, "relative_energy_ev": 3.3599, "lumo_ha": 0.03079, "elements": ["C", "Cl", "H", "O", "C", "H", "H", "C", "C", "H", "C", "C", "H", "H", "H"], "xyz": [[0.082, 0.367, 0.048], [0.703, 2.940, 1.474], [0.803, -0.364, 1.850], [0.588, 2.298, -1.190], [-0.204, 0.140, -1.281], [-0.856, -0.011, 1.905], [0.631, -2.472, 0.511], [0.450, 2.015, 0.100], [-0.239, -1.997, 0.756], [0.069, 1.656, -2.967], [-0.067, -0.536, 1.198], [0.140, 1.292, -2.005], [-0.591, -2.684, 1.488], [-0.972, -1.987, -0.036], [-0.537, -0.658, -1.850]], "forces_ev_per_a": [[0.57, 5.53, 0.66], [0.36, 0.47, -0.37], [0.14, -0.52, -0.24], [-0.77, 1.02, 0.49], [1.60, 3.58, -1.13], [0.72, -1.71, -1.38], [2.61, -0.62, -1.41], [-1.23, -8.39, -1.30], [-2.34, 1.77, 1.00], [-0.14, 0.04, -1.98], [-0.42, 1.44, 2.26], [0.33, -0.31, 3.04], [-0.81, -0.08, 1.13], [-0.02, -0.42, -0.43], [-0.59, -1.81, -0.32]]}

---

[5]
{"formula": "C6H7ClO", "method": "wB97M-V/def2-TZVPD", "e_homo_ha": -0.3349, "charge": 0, "relative_energy_ev": 4.1613, "lumo_ha": 0.02138, "elements": ["C", "O", "C", "C", "C", "Cl", "H", "H", "C", "C", "H", "H", "H", "H", "H"], "xyz": [[-1.562, 1.555, 0.278], [2.036, -1.171, 0.657], [1.603, -0.387, -0.630], [-0.359, -0.954, 0.463], [0.864, -1.563, 0.043], [-1.707, -1.864, -0.292], [1.052, -2.549, -0.283], [-1.021, 2.514, 0.115], [0.849, 0.839, -0.524], [-0.344, 0.606, 0.154], [-2.130, 1.181, 1.324], [2.609, -0.239, -1.251], [-2.334, 1.271, -0.615], [0.858, 1.774, -1.048], [-0.415, -1.013, 1.609]], "forces_ev_per_a": [[-0.58, -3.33, 0.17], [-0.16, 2.83, 0.45], [4.37, -0.99, -0.38], [-2.67, 1.91, 3.35], [3.56, 0.90, -2.76], [-0.16, 0.46, 0.19], [-1.19, -1.13, -0.68], [-1.55, -0.06, 0.76], [-4.35, -0.30, 2.46], [1.04, -1.80, -2.16], [1.49, 2.02, -2.67], [-2.60, -1.39, 0.83], [1.88, 0.90, 2.13], [1.25, 0.30, -0.21], [-0.33, -0.32, -1.49]]}

---

[6]
{"formula": "C6H7ClOS", "method": "wB97M-V/def2-TZVPD", "e_homo_ha": -0.3310, "charge": 0, "relative_energy_ev": 0.0000, "lumo_ha": 0.02340, "elements": ["C", "C", "Cl", "C", "C", "C", "C", "H", "S", "H", "H", "H", "H", "O", "H", "H"], "xyz": [[-2.078, 0.004, -0.627], [1.754, -1.237, -1.034], [3.177, 0.785, 0.035], [-0.676, 1.721, 0.355], [-1.426, 1.085, 1.293], [2.049, -0.573, 0.235], [-2.118, 0.020, 0.760], [-1.164, 1.005, 2.301], [-0.933, 1.132, -1.203], [-2.424, -0.877, -1.158], [0.678, -1.637, -0.894], [-2.836, -0.597, 1.266], [0.082, 2.542, 0.529], [1.558, -0.753, 1.290], [2.563, -2.019, -1.302], [1.793, -0.602, -1.847]], "forces_ev_per_a": [[0.56, -1.34, 1.12], [-0.81, -3.41, 0.49], [0.56, 0.36, -0.02], [1.48, 2.04, 0.53], [1.50, -0.52, -0.13], [0.02, 0.95, 0.24], [-1.99, -0.11, -2.41], [0.05, 0.97, 1.66], [-0.51, -0.09, -0.43], [-0.15, 0.59, -0.52], [1.92, 0.10, -0.52], [0.19, -0.36, 0.42], [-1.10, -1.16, -0.27], [-0.12, -0.46, 0.46], [-1.50, 0.82, 0.83], [-0.10, 1.62, -1.45]]}

---

[7]
{"formula": "C6H7ClS", "method": "wB97M-V/def2-TZVPD", "e_homo_ha": -0.3421, "charge": 0, "relative_energy_ev": 1.1705, "lumo_ha": 0.02727, "elements": ["H", "C", "H", "C", "H", "H", "S", "C", "C", "H", "Cl", "C", "C", "H", "H"], "xyz": [[0.225, -0.233, -2.109], [-0.804, -0.147, -0.061], [-1.141, 2.171, -0.137], [0.203, -0.711, -1.116], [0.195, -1.785, -1.173], [0.216, -0.148, 2.003], [-2.522, -0.669, -0.131], [-0.443, 1.337, -0.096], [1.200, -0.158, -0.056], [-2.913, -0.059, 0.993], [2.894, -0.646, -0.056], [0.205, -0.664, 1.015], [0.879, 1.329, -0.102], [1.637, 2.135, -0.101], [0.171, -1.751, 1.128]], "forces_ev_per_a": [[-0.07, -0.21, 0.44], [-0.14, -0.12, 0.03], [0.15, -0.26, 0.04], [0.07, 0.78, -0.29], [0.02, -0.49, -0.02], [-0.03, -0.35, -0.76], [0.16, -0.01, -0.09], [-0.45, 0.49, -0.16], [-0.04, -0.39, -0.17], [0.00, 0.05, 0.07], [-0.02, 0.05, 0.02], [-0.08, 0.29, 0.82], [1.04, 0.66, 0.20], [-0.72, -0.61, -0.05], [0.10, 0.14, -0.08]]}

---

[8]
{"formula": "C6H7FNO4", "method": "wB97M-V/def2-TZVPD", "e_homo_ha": -0.1535, "charge": -1, "lumo_ha": 0.14170, "elements": ["O", "H", "O", "H", "H", "O", "H", "C", "N", "C", "H", "O", "H", "C", "C", "C", "F", "H", "C"], "xyz": [[0.757, 1.150, -1.029], [-0.778, 0.656, -2.596], [2.701, 0.095, -0.355], [-0.956, -1.430, 1.083], [2.960, 0.593, 0.394], [1.095, -2.036, -1.664], [-0.794, 0.516, 2.603], [-0.815, 0.740, -1.452], [1.005, 0.669, 1.361], [-0.490, 0.577, 1.505], [-1.354, -1.375, -1.453], [-1.698, 1.478, -1.018], [-2.285, -0.362, 0.819], [-1.128, -0.512, 0.663], [0.607, -1.162, -1.034], [1.350, 0.136, -0.274], [1.406, -0.461, 2.196], [-0.799, 1.483, 1.099], [-0.786, -0.756, -0.848]], "forces_ev_per_a": [[0.45, -0.85, 0.84], [0.75, 0.18, 0.84], [-0.08, -0.79, -0.60], [0.50, -2.42, 1.61], [0.98, 0.99, 1.20], [0.82, -0.74, -0.70], [0.64, -0.05, -1.47], [0.17, -1.94, -1.79], [-0.76, -2.38, -1.83], [1.40, -0.53, 0.06], [-2.01, -1.21, -0.54], [-0.66, 1.29, 0.71], [2.05, -0.16, -0.77], [-3.12, 0.10, -0.52], [0.06, 2.67, 3.45], [-2.02, 1.24, -0.96], [0.54, -0.16, 0.05], [-0.79, 1.79, -0.49], [1.08, 2.96, 0.92]]}

---

[9]
{"formula": "C6H7FO", "method": "wB97M-V/def2-TZVPD", "e_homo_ha": -0.3203, "charge": 0, "relative_energy_ev": 2.8351, "lumo_ha": 0.02899, "elements": ["H", "C", "F", "H", "C", "O", "C", "H", "C", "H", "H", "H", "C", "H", "C"], "xyz": [[1.787, -0.115, -0.941], [-0.043, 1.343, -0.364], [-2.648, -0.951, -0.229], [1.192, 0.902, 1.533], [-0.442, -0.056, -1.060], [1.227, -1.861, -0.162], [-1.452, -0.482, 0.071], [-0.940, 2.027, -0.326], [0.897, -0.511, -0.389], [-0.792, -0.214, -2.048], [-1.173, -0.312, 2.217], [0.757, 1.875, -0.940], [-0.781, -0.269, 1.227], [1.909, -1.864, 0.668], [0.502, 0.491, 0.743]], "forces_ev_per_a": [[-0.79, 0.21, 0.05], [-0.88, 1.51, -2.97], [-0.20, -0.19, 0.29], [-0.61, -0.62, -0.95], [-0.02, 0.33, 3.31], [1.65, -0.10, 3.37], [2.68, 0.34, 0.28], [1.05, -0.69, 0.78], [2.19, 0.52, -1.04], [0.18, -0.02, -1.00], [0.00, -0.19, 0.50], [-0.53, -0.41, 0.41], [-1.45, 0.78, -1.18], [-2.55, -0.05, -3.10], [-0.71, -1.42, 1.25]]}

---

[10]
{"formula": "C6H7FO3", "method": "wB97M-V/def2-TZVPD", "e_homo_ha": -0.2960, "charge": 0, "relative_energy_ev": 0.0000, "lumo_ha": 0.03002, "elements": ["H", "C", "C", "O", "H", "O", "C", "F", "C", "H", "H", "H", "H", "C", "H", "C", "O"], "xyz": [[-0.295, 1.161, 2.507], [-0.606, -0.582, -1.818], [1.567, -0.499, 0.615], [0.522, 1.077, 2.007], [-0.360, -1.390, -2.476], [-1.276, -0.888, -0.684], [0.662, -0.210, 1.541], [-2.109, 0.213, 1.111], [-1.428, 0.267, -0.034], [0.066, -0.976, 2.028], [2.166, 0.267, 0.151], [-0.908, 2.348, -0.398], [0.144, 1.279, -2.666], [-0.924, 1.326, -0.713], [1.306, -2.405, 0.586], [-0.366, 0.753, -1.886], [1.839, -1.742, 0.128]], "forces_ev_per_a": [[0.03, -0.12, -0.10], [0.51, 0.62, -0.69], [-0.23, 0.24, 0.25], [0.11, 0.19, 0.13], [-0.01, -0.20, 0.01], [-0.40, -0.16, 0.64], [0.54, -0.24, 0.33], [0.24, -0.21, -0.35], [-0.45, 0.88, -0.45], [-0.02, -0.01, -0.06], [0.07, 0.09, -0.05], [-0.04, 0.18, 0.11], [0.13, 0.02, -0.23], [-0.47, -0.41, 0.57], [0.07, 0.16, -0.06], [-0.07, -0.59, -0.04], [0.00, -0.45, -0.01]]}

---

Which of these has the lowest charge? C6H7FNO4